[1]
Computed, not measured: a molecular structure, C39H41BN9SiZr, with wB97M-V/def2-TZVPD.

The net charge is +2. As for the expectation value of S²: 0.752. As for the HOMO energy (spin up / spin down): -13.71 / -13.72 eV. The total energy comes out at -2364.64425 Eh. Its spin multiplicity is 2. As for the LUMO energy (spin up / spin down): -6.55 / -7.83 eV.

Last column: natural (NBO) charge in e.
Geometry (Å):
Zr (-0.16, -0.12, -0.05)  2.16
C (-0.62, 3.72, 1.16)  -0.64
C (0.67, 2.97, 1.15)  0.25
C (1.86, 3.44, 1.65)  -0.33
C (2.77, 2.41, 1.51)  0.09
N (2.15, 1.37, 0.95)  -0.34
N (0.83, 1.71, 0.68)  -0.53
B (2.79, 0.01, 0.49)  0.95
N (1.87, -1.20, 1.00)  -0.42
C (2.11, -1.90, 2.14)  0.09
C (1.46, -3.10, 2.08)  -0.32
C (0.77, -3.10, 0.86)  0.28
C (-0.09, -4.18, 0.29)  -0.66
N (1.02, -1.96, 0.20)  -0.47
N (2.74, 0.01, -1.06)  -0.34
C (3.72, 0.14, -1.97)  0.05
C (3.14, 0.18, -3.22)  -0.32
C (1.77, 0.09, -3.01)  0.22
C (0.71, 0.05, -4.06)  -0.66
N (1.53, -0.01, -1.69)  -0.47
N (4.15, -0.14, 1.09)  -0.43
C (5.25, -0.82, 0.66)  -0.02
C (6.14, -0.89, 1.69)  -0.32
C (5.50, -0.24, 2.77)  0.18
C (5.99, -0.04, 4.17)  -0.65
N (4.30, 0.19, 2.41)  -0.33
H (-0.60, 4.44, 1.97)  0.25
H (-0.76, 4.25, 0.22)  0.25
H (-1.47, 3.06, 1.32)  0.22
H (2.04, 4.41, 2.09)  0.26
H (3.80, 2.34, 1.80)  0.27
H (2.78, -1.49, 2.88)  0.27
H (1.47, -3.89, 2.81)  0.26
H (0.49, -5.10, 0.25)  0.26
H (-0.95, -4.36, 0.93)  0.24
H (-0.42, -3.95, -0.71)  0.23
H (4.75, 0.25, -1.68)  0.25
H (3.65, 0.28, -4.17)  0.26
H (1.05, 0.58, -4.94)  0.26
H (0.51, -0.98, -4.36)  0.23
H (-0.23, 0.51, -3.73)  0.22
H (5.32, -1.25, -0.33)  0.22
H (7.12, -1.35, 1.69)  0.25
H (7.08, -0.13, 4.21)  0.24
H (5.71, 0.95, 4.54)  0.24
H (5.57, -0.78, 4.85)  0.23
C (-0.63, -0.24, 4.48)  -0.20
C (-1.61, -1.21, 4.63)  -0.18
C (-2.23, -1.76, 3.51)  -0.19
C (-1.85, -1.32, 2.25)  -0.04
C (-0.84, -0.36, 2.06)  -0.61
C (-0.25, 0.17, 3.21)  -0.12
C (-2.48, -1.88, 1.04)  0.29
C (-3.68, -2.62, 1.06)  -0.27
C (-4.17, -3.14, -0.10)  -0.07
C (-3.47, -2.97, -1.31)  -0.05
C (-3.91, -3.52, -2.54)  -0.16
C (-3.19, -3.34, -3.68)  -0.20
C (-1.98, -2.61, -3.64)  -0.15
C (-1.55, -2.06, -2.46)  -0.20
C (-2.30, -2.21, -1.29)  0.14
N (-1.85, -1.63, -0.12)  -0.66
H (-0.15, 0.18, 5.35)  0.24
H (-1.89, -1.55, 5.62)  0.24
H (-2.98, -2.52, 3.65)  0.22
H (0.54, 0.92, 3.12)  0.21
H (-4.20, -2.76, 2.00)  0.25
H (-5.10, -3.70, -0.09)  0.24
H (-4.83, -4.10, -2.55)  0.24
H (-3.52, -3.76, -4.62)  0.25
H (-1.40, -2.49, -4.54)  0.23
H (-0.59, -1.56, -2.44)  0.20
C (-3.52, 1.48, 0.62)  -1.17
Si (-2.62, 1.32, -0.98)  1.51
C (-3.67, 0.49, -2.22)  -1.17
C (-1.94, 2.87, -1.70)  -0.58
C (-2.76, 4.00, -1.65)  -0.19
C (-2.38, 5.17, -2.29)  -0.19
C (-1.17, 5.22, -2.98)  -0.17
C (-0.34, 4.11, -3.03)  -0.19
C (-0.73, 2.94, -2.40)  -0.19
H (-4.11, 2.40, 0.55)  0.28
H (-2.91, 1.54, 1.52)  0.27
H (-4.20, 0.64, 0.71)  0.26
H (-4.44, 1.24, -2.43)  0.28
H (-4.16, -0.42, -1.87)  0.25
H (-3.15, 0.28, -3.16)  0.26
H (-3.70, 3.98, -1.10)  0.22
H (-3.02, 6.04, -2.25)  0.24
H (-0.88, 6.14, -3.47)  0.24
H (0.60, 4.16, -3.55)  0.23
H (-0.06, 2.09, -2.43)  0.20


[2]
Computed, not measured: a molecular structure, C39H41F3MoN5O9S3Si, with wB97M-V/def2-TZVPD.

The relative energy (zero: lowest compared OMol25 entry of this formula, charge and spin) comes out at 164.1 kcal/mol. The net charge is -1. As for the expectation value of S²: 2.026. As for the HOMO energy (spin up / spin down): -5.49 / -5.80 eV. The total energy comes out at -4313.53800 Eh. Its spin multiplicity is 3. As for the LUMO energy (spin up / spin down): 1.74 / 1.62 eV.

Last column: Löwdin spin population.
Geometry (Å):
Mo (1.15, 0.76, 0.61)  1.81
N (-0.08, -0.31, -0.87)  0.01
C (-1.10, 0.60, -1.43)  0.01
C (-0.32, 1.67, -2.18)  0.00
N (0.85, 2.07, -1.35)  0.01
C (1.09, 3.54, -1.45)  0.01
C (-0.11, 4.39, -1.01)  0.00
N (-0.81, 3.76, 0.10)  0.01
H (-0.51, -1.18, -0.54)  0.00
H (0.54, -0.53, -1.67)  0.00
H (-1.78, 0.07, -2.09)  0.00
H (-1.65, 1.07, -0.62)  0.00
H (0.03, 1.30, -3.14)  0.00
H (-0.97, 2.52, -2.34)  0.00
H (1.67, 1.64, -1.80)  0.00
H (1.94, 3.77, -0.83)  0.00
H (1.34, 3.78, -2.49)  0.00
H (0.28, 5.38, -0.75)  0.00
H (-0.80, 4.53, -1.84)  0.00
H (-0.18, 3.78, 0.90)  0.00
H (-1.62, 4.30, 0.37)  0.00
C (-3.61, -3.73, -6.10)  0.00
C (-2.40, -2.93, -5.65)  0.00
C (-2.07, -2.83, -4.31)  0.00
C (-0.94, -2.12, -3.91)  0.00
C (-0.14, -1.51, -4.86)  0.00
C (-0.47, -1.59, -6.21)  0.00
C (-1.59, -2.30, -6.60)  0.00
S (1.33, -0.60, -4.40)  0.00
O (2.41, -1.17, -5.16)  0.00
O (0.99, 0.79, -4.67)  0.00
N (1.48, -0.75, -2.83)  0.00
C (2.20, -1.81, -2.28)  0.00
C (2.26, -3.09, -2.80)  0.01
C (3.03, -4.10, -2.18)  0.00
C (3.78, -3.82, -1.08)  0.00
C (3.78, -2.52, -0.54)  0.00
C (4.71, -2.13, 0.45)  0.02
C (4.84, -0.82, 0.75)  0.00
C (3.89, 0.10, 0.25)  0.02
N (2.86, -0.26, -0.51)  0.00
C (2.91, -1.53, -1.06)  0.01
H (-4.14, -4.15, -5.24)  0.00
H (-3.30, -4.55, -6.74)  0.00
H (-4.30, -3.10, -6.67)  0.00
H (-2.69, -3.31, -3.56)  0.00
H (-0.66, -2.05, -2.86)  0.00
H (0.17, -1.10, -6.94)  0.00
H (-1.86, -2.36, -7.65)  0.00
H (1.75, -3.30, -3.72)  0.00
H (3.04, -5.09, -2.61)  0.00
H (4.42, -4.57, -0.63)  0.00
H (5.35, -2.88, 0.92)  0.00
H (5.60, -0.45, 1.43)  0.00
H (3.97, 1.14, 0.51)  0.00
C (-0.78, -1.45, 6.56)  0.00
C (-0.19, -2.20, 5.55)  0.00
C (-0.23, -1.75, 4.24)  0.00
C (-0.85, -0.54, 3.87)  0.00
C (-1.44, 0.18, 4.92)  0.00
C (-1.40, -0.26, 6.24)  0.00
Si (-0.92, 0.16, 2.06)  -0.01
C (-2.04, 1.67, 2.38)  0.00
C (-3.43, 1.65, 2.24)  0.00
C (-4.20, 2.78, 2.49)  0.00
C (-3.60, 3.96, 2.91)  0.00
C (-2.22, 3.99, 3.10)  0.00
C (-1.46, 2.86, 2.84)  0.00
C (-1.96, -1.23, 1.22)  -0.01
C (-2.97, -0.94, 0.29)  0.00
C (-3.72, -1.94, -0.32)  0.00
C (-3.47, -3.27, -0.03)  0.00
C (-2.46, -3.59, 0.87)  0.00
C (-1.72, -2.58, 1.48)  0.00
H (-0.75, -1.80, 7.58)  0.00
H (0.30, -3.14, 5.77)  0.00
H (0.29, -2.34, 3.49)  0.00
H (-1.95, 1.11, 4.70)  0.00
H (-1.86, 0.34, 7.01)  0.00
H (-3.93, 0.73, 1.96)  0.00
H (-5.28, 2.74, 2.37)  0.00
H (-4.19, 4.84, 3.10)  0.00
H (-1.73, 4.89, 3.44)  0.00
H (-0.38, 2.90, 3.00)  0.00
H (-3.18, 0.09, 0.03)  0.00
H (-4.50, -1.67, -1.03)  0.00
H (-4.05, -4.05, -0.50)  0.00
H (-2.24, -4.63, 1.09)  0.00
H (-0.94, -2.87, 2.17)  0.00
F (4.66, 3.39, 3.45)  0.00
C (3.41, 3.86, 3.42)  0.00
F (2.66, 3.12, 4.23)  0.00
F (3.41, 5.11, 3.95)  0.00
S (2.88, 4.12, 1.65)  0.00
O (3.00, 2.90, 0.82)  0.01
O (3.88, 5.10, 1.29)  0.00
O (1.52, 4.61, 1.77)  0.00
O (1.77, -0.79, 1.96)  0.02
S (2.10, 0.14, 3.16)  0.03
O (3.63, 0.59, 3.01)  0.00
O (1.36, 1.46, 2.36)  0.01
O (3.60, -0.74, 3.69)  0.00


[3]
Computed, not measured: a molecular structure, C39H41IIrN5O6, with wB97M-V/def2-TZVPD.

The relative energy (zero: lowest compared OMol25 entry of this formula, charge and spin) comes out at 0.0 kcal/mol. The net charge is 0. As for the HOMO energy: -7.11 eV. The total energy comes out at -2638.01063 Eh. As for the LUMO energy: -0.33 eV.

Last column: Mulliken charge in e.
Geometry (Å):
Ir (1.15, 1.38, -0.03)  0.57
C (1.16, -1.62, 3.50)  -1.21
C (-0.01, -0.70, 3.46)  0.92
N (-0.95, -0.82, 4.36)  -0.62
C (-2.01, 0.02, 4.32)  -1.17
C (-2.18, 0.99, 3.37)  1.11
C (-3.36, 1.91, 3.49)  -1.08
O (-4.28, 1.68, 2.42)  -0.45
C (-1.19, 1.14, 2.35)  0.00
C (-1.41, 2.16, 1.36)  -1.83
N (-0.56, 2.58, 0.47)  1.27
C (-0.90, 3.74, -0.28)  -0.10
C (-1.86, 4.65, 0.18)  -0.64
C (-2.21, 5.77, -0.55)  -0.87
C (-1.59, 6.04, -1.76)  -0.76
C (-0.60, 5.19, -2.21)  -0.39
C (-0.25, 4.06, -1.47)  0.38
I (1.31, 2.89, -2.21)  0.16
C (-0.06, 0.28, 2.41)  0.77
O (0.96, 0.27, 1.62)  -0.38
H (1.11, -2.23, 4.40)  0.41
H (2.10, -1.06, 3.47)  0.28
H (1.16, -2.26, 2.61)  0.14
H (-2.74, -0.09, 5.11)  0.36
H (-3.02, 2.96, 3.48)  0.33
H (-3.84, 1.73, 4.45)  0.47
H (-5.02, 2.28, 2.53)  0.28
H (-2.39, 2.60, 1.39)  0.78
H (-2.32, 4.51, 1.15)  0.51
H (-2.95, 6.45, -0.16)  0.42
H (-1.84, 6.92, -2.33)  0.40
H (-0.07, 5.40, -3.13)  0.42
C (-2.97, -3.85, -4.73)  -1.01
O (-1.99, -3.24, -3.91)  -0.39
C (-1.16, -4.05, -3.21)  1.01
C (-1.17, -5.44, -3.26)  -0.41
C (-0.28, -6.17, -2.48)  -0.78
C (0.59, -5.52, -1.63)  -1.28
C (0.60, -4.13, -1.56)  0.04
C (-0.26, -3.38, -2.36)  -0.35
N (-0.34, -1.98, -2.36)  -0.25
C (0.50, -1.12, -1.69)  0.56
N (1.80, -1.39, -1.81)  0.24
C (2.91, -0.83, -1.14)  0.57
C (2.85, 0.31, -0.35)  -0.55
C (4.05, 0.69, 0.28)  -0.70
C (5.22, -0.02, 0.12)  -1.19
C (5.27, -1.15, -0.69)  -0.49
C (4.11, -1.56, -1.31)  1.25
O (4.00, -2.68, -2.10)  -0.37
C (5.20, -3.32, -2.49)  -1.06
N (0.02, -0.08, -1.07)  -0.32
C (-1.40, 0.00, -0.98)  -0.49
C (-2.10, 0.92, -1.74)  0.15
C (-3.48, 1.06, -1.61)  -1.04
C (-4.16, 0.25, -0.72)  -1.04
C (-3.48, -0.71, 0.03)  -0.47
C (-2.11, -0.85, -0.10)  0.02
O (-1.36, -1.77, 0.56)  0.62
C (-2.05, -2.63, 1.45)  -1.42
H (-3.54, -3.04, -5.18)  0.26
H (-3.64, -4.48, -4.15)  0.40
H (-2.50, -4.45, -5.52)  0.36
H (-1.86, -5.95, -3.92)  0.42
H (-0.29, -7.25, -2.54)  0.40
H (1.27, -6.08, -1.01)  0.41
H (1.26, -3.63, -0.87)  0.51
H (-1.24, -1.61, -2.62)  0.70
H (2.04, -2.16, -2.42)  0.51
H (4.03, 1.58, 0.89)  0.27
H (6.12, 0.31, 0.62)  0.44
H (6.19, -1.70, -0.81)  0.42
H (4.92, -4.07, -3.22)  0.27
H (5.68, -3.80, -1.64)  0.36
H (5.89, -2.61, -2.94)  0.42
H (-1.54, 1.55, -2.42)  0.56
H (-4.00, 1.80, -2.19)  0.47
H (-5.22, 0.35, -0.59)  0.50
H (-4.03, -1.33, 0.73)  0.50
H (-1.29, -3.26, 1.91)  0.21
H (-2.76, -3.26, 0.91)  0.47
H (-2.56, -2.07, 2.23)  0.40
C (2.64, 2.47, 3.21)  -1.41
C (2.00, 3.34, 2.13)  1.54
C (2.56, 4.76, 2.19)  -1.75
O (2.22, 2.87, 0.84)  -0.68
H (2.38, 2.84, 4.21)  0.41
H (3.73, 2.51, 3.12)  0.41
H (2.34, 1.43, 3.14)  0.15
H (0.91, 3.41, 2.34)  -0.31
H (3.64, 4.73, 2.01)  0.36
H (2.38, 5.21, 3.17)  0.38
H (2.10, 5.38, 1.43)  0.36